Entry 1:
Below is an isolated molecule of C17H18F3N3O2, with properties calculated with wB97M-V/def2-TZVPD.

Summary:
F_max in eV Å⁻¹: 1.00
Frontier orbital gap in eV: 9.2
HOMO energy in eV: -8.458
SMILES: COc1ccc(CNC(=O)Cn2nc(C(F)(F)F)c3c2CCC3)cc1

Cartesian coordinates (Å):
F: -1.4514 2.6637 2.1981
F: -1.2608 0.5466 2.5195
F: -2.4083 1.2894 0.8529
O: -3.3968 -1.4823 -0.9264
O: 3.8339 -1.3890 -0.6862
N: 1.1184 1.1437 1.1858
N: 2.4639 -1.3545 1.1300
N: 1.9855 1.2286 0.1745
C: 3.2571 -0.7993 0.1991
C: -2.1165 -1.7520 -0.5604
C: -1.9309 -2.1283 0.7711
C: -0.7422 2.1590 -1.8778
C: -3.6573 -1.1068 -2.2551
C: -0.6741 -2.4384 1.2419
C: -1.2850 1.4844 1.5634
C: 0.4301 -2.3952 0.3981
C: -1.0121 -1.6870 -1.4041
C: 1.3581 1.5678 -0.9594
C: -0.0814 1.4654 0.6948
C: 0.2684 1.8529 -3.0133
C: 3.3250 0.7390 0.3501
C: 1.8225 -2.6431 0.9199
C: 1.6860 1.8034 -2.3860
C: 0.0201 1.7492 -0.6674
C: 0.2447 -2.0057 -0.9203
H: 0.2090 2.5886 -3.8130
H: 3.9777 1.1563 -0.4170
H: 2.2121 2.7535 -2.5109
H: -4.7337 -0.9542 -2.3127
H: -2.7927 -2.1608 1.4175
H: -1.1183 -1.3967 -2.4377
H: 0.0399 0.8754 -3.4382
H: -1.6761 1.6110 -1.9948
H: -3.3643 -1.8911 -2.9612
H: 2.3004 1.0141 -2.8189
H: 1.0975 -1.9524 -1.5822
H: 3.6785 1.0114 1.3460
H: -0.5483 -2.7187 2.2770
H: 2.4294 -3.1901 0.1953
H: -0.9819 3.2242 -1.8335
H: 1.9517 -0.7189 1.7346
H: -3.1494 -0.1731 -2.5187
H: 1.7977 -3.1870 1.8664


Entry 2:
Below is an isolated molecule of C2H4N4S, with properties calculated with wB97M-V/def2-TZVPD.

Summary:
F_max in eV Å⁻¹: 1.67
Frontier orbital gap in eV: 9.3
HOMO energy in eV: -8.879
SMILES: [H]/N=c1\ncn(S)[nH]1

Cartesian coordinates (Å):
S: -2.5198 -0.2786 -0.3778
N: 0.9154 1.1816 -0.3068
N: 0.0279 -0.9373 -0.1653
N: 2.3729 -0.7792 -0.2160
N: -0.9616 0.0061 0.2335
C: -0.3450 1.2375 -0.0345
C: 1.2334 -0.2113 -0.2434
H: -0.8835 2.1464 0.0485
H: 3.1350 -0.1236 -0.2275
H: 0.0699 -1.7154 0.4736
H: -3.0447 -0.5262 0.8157


Entry 3:
Below is the ion C3H7N2 with charge +1, with properties calculated with wB97M-V/def2-TZVPD.

Summary:
F_max in eV Å⁻¹: 9.52
Frontier orbital gap (alpha / beta) in eV: 7.5 / 6.9
HOMO energy (alpha / beta) in eV: -13.538 / -13.167
Total charge: +1
SMILES: C=[NH+]C(=C)N

Cartesian coordinates (Å):
N: -0.1546 0.2968 -1.3404
N: 0.1013 0.3072 0.9377
C: -0.2563 -1.8987 -0.4009
C: 0.0097 1.6121 1.1643
C: -0.1226 -0.4323 -0.2134
H: -0.2778 -0.2920 -2.1413
H: 0.6774 0.8960 -1.4763
H: 0.4450 -0.1607 1.7135
H: -0.4932 -2.5429 0.4575
H: 0.2588 2.0273 2.1715
H: -0.1991 2.3663 0.4303
H: 0.0115 -2.1791 -1.3026


Entry 4:
Below is the ion C4H8N2P with charge +1, with properties calculated with wB97M-V/def2-TZVPD.

Summary:
F_max in eV Å⁻¹: 6.63
Frontier orbital gap in eV: 8.9
HOMO energy in eV: -12.930
Total charge: +1
SMILES: Cc1c[nH]c(P)[nH+]1

Cartesian coordinates (Å):
P: 3.1039 -0.7395 -0.0750
N: -0.0268 -0.9681 -0.4915
N: 0.8076 0.6429 0.9262
C: 1.3908 -0.3088 0.1862
C: -0.5194 0.6400 0.9904
C: -0.9965 -0.2954 0.0637
C: -2.3492 -0.1173 -0.4808
H: 3.3410 0.4927 0.4774
H: -0.0472 -1.5295 -1.4020
H: -0.9474 1.4509 1.5794
H: -2.4410 0.2438 -1.5269
H: -2.9158 0.7225 0.0769
H: 3.0358 -0.4083 -1.3931
H: -2.9144 -1.0085 -0.3651
H: 1.4785 1.1828 1.4341


Entry 5:
Below is a structure of composition C22H43N6O3PSeSr, with properties calculated with wB97M-V/def2-TZVPD.

Summary:
F_max in eV Å⁻¹: 3.96
Frontier orbital gap in eV: 8.0
HOMO energy in eV: -13.927
Total charge: +2

Cartesian coordinates (Å):
Sr: -0.6316 -0.0627 0.1450
Se: -1.1606 0.2320 3.5203
P: -2.0050 2.1655 -0.6929
O: -0.9612 -3.3090 -0.3742
O: 1.7480 -0.1286 -0.1033
O: -0.8605 1.8533 -1.5933
N: -1.1924 2.1907 0.9861
N: 0.3279 -0.4962 2.7177
N: -2.9877 0.6211 -0.6187
N: 2.3700 0.3389 -2.2269
N: -0.2561 0.9455 4.8449
N: -2.9414 3.4166 -1.0782
C: 2.4481 -2.4541 -2.7084
C: -4.2758 3.6178 -0.4935
C: 1.0107 0.6375 4.6862
C: 3.1082 -0.0864 -3.4235
C: 3.7778 -1.1267 -0.9081
C: 2.0563 1.0620 5.5712
C: 2.5696 -0.2485 -1.0440
C: 3.5178 -2.4893 -1.6111
C: 2.6861 -0.5230 3.2678
C: 2.7260 -1.5010 -3.8756
C: 3.6379 -0.1005 4.1294
C: 1.3231 -0.1564 3.5170
C: -2.2970 4.6364 -1.6057
C: -3.2579 0.1144 0.7784
C: -4.1612 0.5939 -1.5080
C: -2.0281 3.0344 1.8591
C: -0.0233 -4.2052 0.2447
C: -1.2641 -3.6813 -1.7220
C: -1.5938 -2.4306 -2.5010
C: 3.3245 0.6988 5.2877
C: 0.2111 2.7396 0.9266
C: 0.7391 -3.4125 1.2681
H: -0.8572 -1.6650 -2.2383
H: 4.6721 -0.3688 3.9584
H: -2.2278 4.0067 1.4015
H: -1.4876 3.2256 2.7866
H: 4.1705 -0.0399 -3.1964
H: -5.0308 3.6034 -1.2788
H: 3.2098 -3.2165 -0.8590
H: 2.9151 -1.1183 2.3953
H: -1.3309 4.3883 -2.0389
H: -2.9690 2.5437 2.1077
H: -4.2865 -0.4148 -1.9001
H: 1.1732 -2.5504 0.7549
H: -4.5094 2.8423 0.2339
H: 0.8062 2.3532 0.0998
H: 1.5296 -3.9946 1.7405
H: 0.0725 -3.0517 2.0512
H: -0.5607 -5.0450 0.6923
H: 2.3341 -3.4630 -3.1078
H: -1.5409 -2.5933 -3.5763
H: 4.4603 -2.8462 -2.0273
H: -4.3079 4.5817 0.0137
H: 1.4416 0.7196 -2.3731
H: 3.9772 -1.2636 0.1518
H: 0.6951 2.5035 1.8764
H: 1.7959 1.6525 6.4380
H: 1.4821 -2.2018 -2.2521
H: 3.5450 -1.8905 -4.4827
H: 0.6489 -4.6051 -0.5193
H: -2.9298 5.0517 -2.3883
H: 0.1122 3.8258 0.8714
H: 1.8444 -1.4625 -4.5186
H: 4.1327 1.0021 5.9389
H: -2.1742 5.3751 -0.8123
H: -4.0075 1.2654 -2.3507
H: -2.5912 -2.0569 -2.2657
H: -2.3699 0.4382 1.3007
H: 4.6443 -0.6358 -1.3466
H: -3.4138 -0.9696 0.8601
H: -5.0737 0.8795 -0.9832
H: -4.0879 0.6261 1.2706
H: -2.1111 -4.3729 -1.7255
H: 2.9313 0.6551 -4.1991
H: -0.4109 -4.1995 -2.1653


Entry 6:
Below is a cluster of 6 separate species, C16H44O6 in total, with properties calculated with wB97M-V/def2-TZVPD.

Summary:
F_max in eV Å⁻¹: 2.81
Frontier orbital gap in eV: 10.3
HOMO energy in eV: -9.789
SMILES: CC(C)O.CC(C)O.CC(C)O.CC(C)O.CC(C)O.CO

Cartesian coordinates (Å):
O: -1.2366 3.7499 1.0127
O: -5.1178 1.1634 1.7665
O: 0.0967 -1.5439 -0.3640
O: 6.0286 -1.4637 -2.3021
O: -0.2353 1.1016 -0.0033
O: -0.6801 -2.9588 2.1275
C: -3.8501 0.5985 2.0652
C: 3.9011 -1.0179 -3.4046
C: -3.2814 1.3242 3.2980
C: -4.0914 -0.9373 2.1948
C: -1.6568 4.6652 -0.0610
C: 0.9325 -1.5331 2.8218
C: 0.9449 1.4368 -0.8231
C: 1.2318 -4.0211 3.1695
C: -0.4066 -1.2272 -2.7165
C: 5.0038 0.7312 -2.0967
C: -0.5715 -3.4716 -1.6399
C: 0.2761 -2.8287 3.2016
C: -0.7854 -2.0229 -1.4420
C: -2.3799 3.8684 -1.0895
C: 5.2298 -0.4344 -3.0034
C: -0.4489 5.3258 -0.6356
H: 0.6019 2.2239 -1.5018
H: 1.6574 -4.1902 2.2124
H: 4.4043 1.4727 -2.5962
H: 0.1846 -0.8381 2.4190
H: 0.0285 -2.0206 0.4424
H: 4.4357 0.4811 -1.1891
H: 2.0091 -3.7032 3.8269
H: -3.2043 0.7411 1.2199
H: -1.1574 -3.7797 2.1616
H: -0.1760 -2.7297 4.1905
H: -0.9427 2.9417 0.6091
H: 0.6681 -4.8637 3.5322
H: 5.9352 1.2664 -1.8667
H: -3.2151 -1.4495 2.5120
H: -0.8077 -4.1454 -0.8137
H: -2.8990 4.4776 -1.8414
H: -1.2743 -3.8455 -2.3727
H: -4.3103 -1.3917 1.1725
H: 3.3407 -0.2945 -3.9724
H: 3.9854 -1.7478 -4.1756
H: 6.0420 -2.2786 -2.8368
H: -2.3924 5.3294 0.4635
H: 0.0931 5.8701 0.1382
H: -2.3020 1.0145 3.5392
H: 0.2519 4.6140 -0.9713
H: 3.4032 -1.3661 -2.5438
H: -0.6961 5.8867 -1.5589
H: 0.4607 -3.6497 -1.9542
H: 0.6340 -1.4524 -2.9141
H: 1.7865 1.7630 -0.2583
H: -3.3340 2.3861 3.1890
H: -4.9160 -1.1557 2.9005
H: -1.0563 -1.6543 -3.5091
H: -4.9249 2.0628 1.5846
H: -1.7985 -1.7815 -1.0876
H: -3.9168 0.9978 4.1716
H: 1.2770 0.4886 -1.3455
H: -3.1621 3.3245 -0.5097
H: -0.6748 -0.1711 -2.6680
H: -1.6077 3.3083 -1.5806
H: 1.6398 -1.6530 2.0005
H: 5.8754 0.0118 -3.8391
H: 1.6024 -1.1568 3.6968
H: -0.4524 0.1522 -0.1517